1.
C46H71AsF6N3O20S7 | the ωB97M-V functional and the def2-TZVPD basis

```
! wB97M-V def2-TZVPD RIJCOSX def2/J DEFGRID3
* xyz -1 1
As 0.2904 -1.2792 0.0914
F -0.9649 -0.4675 1.0899
F -0.8592 -1.2981 -1.2685
F 1.5539 -2.1904 -0.6986
F 1.3488 -1.2522 1.5294
F -0.3959 -2.8888 0.6706
F 0.8966 0.1973 -0.5928
C -0.9471 5.3857 4.4181
C -0.4009 6.7065 4.4277
C -1.2210 7.7751 3.9662
C -2.5211 7.5044 3.5221
C -2.9969 6.1556 3.5342
C -2.1986 5.0941 3.9654
N -3.4030 8.6408 3.0909
O -3.0148 9.8336 3.2566
O -4.4105 8.3862 2.4661
H -0.3922 4.5385 4.7931
H 0.5978 6.9691 4.7441
H -0.8299 8.7814 3.9962
H -3.9517 5.9049 3.0961
H -2.5702 4.0801 3.9722
C 5.2834 -3.5821 5.6243
C 4.2784 -4.5474 5.4168
C 4.6072 -5.9125 5.5429
C 6.0044 -6.2747 5.7761
C 6.9393 -5.2214 5.9860
C 6.5803 -3.9081 5.8286
N 6.4663 -7.6978 5.8321
O 7.6364 -7.9250 6.1271
O 5.6534 -8.5194 5.6114
H 4.9455 -2.5583 5.5601
H 3.2912 -4.1887 5.1652
H 3.8957 -6.7097 5.3859
H 7.9541 -5.4646 6.2643
H 7.2145 -3.0446 5.9646
C -5.6342 -6.8666 0.2923
C -6.4058 -5.9142 -0.3547
C -7.7824 -6.1536 -0.4607
C -8.3756 -7.3074 0.1792
C -7.5419 -8.2576 0.7365
C -6.1331 -8.0252 0.9074
N -9.8166 -7.5336 0.1127
O -10.5440 -6.6070 -0.2859
O -10.2768 -8.6392 0.5016
H -4.5651 -6.7204 0.3390
H -5.9098 -5.0469 -0.7649
H -8.3669 -5.3916 -0.9547
H -7.9231 -9.2064 1.0840
H -5.5317 -8.8131 1.3364
C -6.4946 1.0649 -2.7813
C -7.5179 2.1535 -3.1361
C -7.8689 2.9098 -1.8434
S -6.2480 2.9998 -0.8911
O -6.3188 2.5964 0.4814
O -5.6386 4.2576 -1.2351
C -5.4074 1.6457 -1.8858
H -6.1749 0.5451 -3.6845
H -6.9096 0.2133 -2.2421
H -8.4148 1.7935 -3.6401
H -6.9527 2.8155 -3.7921
H -8.6906 2.4463 -1.2975
H -8.2501 3.9211 -1.9853
H -4.7364 0.9718 -1.3532
H -4.7960 2.2050 -2.5940
C -1.2337 -1.4204 7.4797
C 0.1542 -0.8309 7.7069
C 0.9207 -1.6799 8.7294
S -0.3736 -2.1390 10.0114
O -0.6080 -1.0296 10.9292
O -0.1258 -3.4716 10.5895
C -1.7143 -2.1506 8.7339
H -1.1711 -2.0833 6.6167
H -1.9656 -0.7071 7.1010
H 0.1251 0.2010 8.0569
H 0.6283 -0.9161 6.7291
H 1.6729 -1.2053 9.3595
H 1.2097 -2.6409 8.3039
H -2.5846 -1.7940 9.2849
H -1.9348 -3.2039 8.5604
C 5.9685 5.2734 2.6549
C 4.8106 4.3678 2.2817
C 4.8245 3.0818 3.2021
S 5.3007 3.6714 4.8661
O 6.3252 2.7763 5.4360
O 4.1093 4.0278 5.6415
C 5.9660 5.3104 4.2193
H 5.9952 6.3161 2.3385
H 6.8318 4.8952 2.1075
H 4.7217 4.0738 1.2358
H 3.9323 4.9090 2.6335
H 5.6436 2.4282 2.9022
H 4.0041 2.3710 3.3013
H 6.9197 5.4537 4.7273
H 5.1993 6.0146 4.5425
C 0.9422 5.7759 -2.8436
C 1.1626 6.9995 -3.7467
C 1.8423 8.0821 -2.9055
S 0.9273 7.9911 -1.3061
O -0.1795 8.9351 -1.2888
O 1.9018 7.9491 -0.1997
C 0.2064 6.2995 -1.5889
H 1.8172 5.2366 -2.4808
H 0.2336 5.1236 -3.3540
H 0.1858 7.2777 -4.1424
H 1.6689 6.6777 -4.6567
H 1.9940 9.1269 -3.1764
H 2.8466 7.7721 -2.6168
H -0.8420 6.4722 -1.8321
H 0.2579 5.7260 -0.6635
C -1.8827 1.7781 -9.0717
C -2.4600 0.5927 -8.2376
C -1.4836 0.5267 -7.0209
S 0.2371 0.8549 -7.7452
O 0.8934 -0.3696 -8.1921
O 0.9520 1.7122 -6.8062
C -0.3622 1.7567 -9.2381
H -2.2763 2.6627 -8.5710
H -2.2912 1.8113 -10.0817
H -2.6146 -0.3116 -8.8261
H -3.4048 0.8536 -7.7608
H -1.4108 -0.4249 -6.4944
H -1.7043 1.2967 -6.2816
H -0.1650 1.0499 -10.0441
H 0.1676 2.6964 -9.3938
C 6.0792 0.7390 -3.5345
C 6.3110 0.3255 -2.0573
C 6.6317 -1.1798 -1.9601
S 6.5661 -1.9115 -3.6132
O 5.7482 -3.1387 -3.6452
O 7.8923 -1.8369 -4.1391
C 5.5680 -0.5346 -4.2801
H 7.0318 0.9772 -4.0078
H 5.4193 1.5967 -3.6645
H 5.3709 0.5783 -1.5670
H 7.1451 0.8793 -1.6265
H 5.9294 -1.6916 -1.3022
H 7.6264 -1.3647 -1.5544
H 4.5567 -0.7981 -3.9705
H 5.5905 -0.6047 -5.3676
C -0.1873 -5.4383 -4.8261
C -0.5682 -6.6767 -3.9679
C -1.8151 -7.3258 -4.6128
S -1.5936 -6.9861 -6.4536
O -2.6761 -6.1890 -6.9205
O -1.2333 -8.3199 -6.9877
C -0.1171 -5.8856 -6.2821
H 0.7333 -4.9467 -4.5116
H -0.9360 -4.6566 -4.6974
H -0.8060 -6.3482 -2.9562
H 0.1356 -7.4874 -3.7790
H -2.6948 -6.7224 -4.3891
H -2.0868 -8.3703 -4.4601
H -0.2403 -5.1118 -7.0398
H 0.7743 -6.4792 -6.4850
*
```

highest occupied orbital energy: -0.3103 hartree
calculated total energy: -9086.46705 Ha

---

2.
C8H8N2O2S | the ωB97M-V functional and the def2-TZVPD basis

```
! wB97M-V def2-TZVPD RIJCOSX def2/J DEFGRID3
* xyz 0 1
C -1.9926 1.6058 0.4327
C -2.9894 0.7068 0.8238
C -0.7672 1.1677 -0.0003
C -2.8913 -0.6184 0.7460
C -0.6075 -0.2310 -0.1086
C -1.6228 -1.1554 0.2057
C 0.5275 -1.1031 -0.3758
C 2.6991 0.6580 -1.2621
N -1.2260 -2.4033 0.0584
N 0.1214 -2.3344 -0.1635
O 3.8736 -0.7113 0.8739
O 2.7988 1.3145 -0.0478
S 2.9456 0.3194 1.2289
H -2.1122 2.6949 0.4657
H -3.8671 1.2922 1.1082
H 0.0276 1.8392 0.0749
H -3.8145 -1.3270 0.8213
H 2.9668 1.4064 -2.0858
H 1.6837 0.1017 -1.1432
H 3.5195 -0.0992 -1.1787
H 0.7270 -3.1234 -0.4738
*
```

relative energy (zero: lowest compared OMol25 entry of this formula, charge and spin): 537.60 kJ/mol
highest occupied orbital energy (alpha / beta): -0.3017 / -0.2958 hartree
calculated total energy: -967.61108 Ha

---

3.
C5H9Cl | the ωB97M-V functional and the def2-TZVPD basis

```
! wB97M-V def2-TZVPD RIJCOSX def2/J DEFGRID3
* xyz 0 1
C -0.7096 -1.6960 0.6046
C -0.3896 -0.2541 0.1948
C 0.9234 -0.0634 -0.5940
C 1.1401 0.9472 -1.5717
C 0.9625 -0.5199 -2.0189
H -1.7990 -1.7098 0.9969
H -0.2371 -2.0983 1.5635
H -0.5288 -2.3293 -0.3175
H -1.2323 0.0534 -0.3472
H 1.7839 -0.2373 0.1272
H 0.1900 1.6190 -1.7550
H 2.0357 1.5708 -1.6368
H -0.0380 -0.8377 -2.3468
H 1.7929 -1.1374 -2.2889
Cl -0.7958 0.8602 1.5480
*
```

relative energy (zero: lowest compared OMol25 entry of this formula, charge and spin): 148.81 kJ/mol
highest occupied orbital energy: -0.3812 hartree
calculated total energy: -656.04112 Ha

---

4.
C9H18N5 | the ωB97M-V functional and the def2-TZVPD basis

```
! wB97M-V def2-TZVPD RIJCOSX def2/J DEFGRID3
* xyz 1 1
C -1.2526 1.1364 0.2682
C -2.9481 -0.7097 -0.0462
C 3.1662 0.8780 0.2510
C -1.9873 2.3392 -0.3219
C 3.2705 1.9518 1.1642
C -0.6117 -2.1520 1.1772
C 3.1854 -0.8950 -1.4557
C 0.5543 -0.0057 0.6117
C -0.5549 -1.0290 0.1670
N -1.7266 -0.2302 0.0459
N 3.4552 0.2038 -0.6674
N -0.0775 1.1401 0.6797
N -4.0776 -0.0132 0.0189
N -0.0286 -1.6226 -1.1239
H -3.0028 -1.7344 -0.3932
H -1.4244 3.1689 -0.1875
H -2.1586 2.0937 -1.3470
H -2.8813 2.4756 0.1746
H 2.3082 2.2129 1.5837
H 4.0820 1.8424 1.9325
H 3.6355 2.9914 0.7266
H -0.6549 -1.9467 2.3200
H 0.1848 -2.9192 0.9765
H -1.5621 -2.7673 0.8809
H 2.4756 -1.4669 -0.8587
H 4.1438 -1.3125 -1.7940
H 2.7333 -0.4895 -2.4384
H 1.4687 -0.2289 1.1838
H -4.8882 -0.4053 -0.2464
H -4.0560 1.0368 -0.0996
H -0.4336 -1.0134 -1.8563
H -0.3366 -2.5299 -1.3261
*
```

relative energy (zero: lowest compared OMol25 entry of this formula, charge and spin): 447.29 kJ/mol
highest occupied orbital energy (alpha / beta): -0.3287 / -0.3287 hartree
calculated total energy: -627.09244 Ha

---

5.
C2H7OPS2 | the ωB97M-V functional and the def2-TZVPD basis

```
! wB97M-V def2-TZVPD RIJCOSX def2/J DEFGRID3
* xyz 0 1
C -2.0980 0.6464 -0.4743
C 1.0721 -1.9475 -0.3648
O 0.9192 1.6517 2.1664
P 0.8453 0.9885 0.6690
S 2.2120 1.6785 -0.6762
S 1.3054 -1.0618 1.2092
H -2.6717 0.2957 0.3644
H -1.6942 1.6497 -0.6913
H -1.9813 -0.2349 -1.1479
H 1.0000 -3.1148 -0.1641
H 1.9580 -1.8305 -1.0304
H 0.2004 -1.5749 -0.8996
H 1.2770 2.5238 2.3059
*
```

relative energy (zero: lowest compared OMol25 entry of this formula, charge and spin): 319.79 kJ/mol
highest occupied orbital energy (alpha / beta): -0.3185 / -0.3099 hartree
calculated total energy: -1293.28998 Ha

---

6.
C3H4IrO3 | the ωB97M-V functional and the def2-TZVPD basis

```
! wB97M-V def2-TZVPD RIJCOSX def2/J DEFGRID3
* xyz 0 6
C 1.5959 0.7751 0.7812
O 0.6408 -1.6921 -0.1628
C 1.0648 -0.8404 -0.9986
C 0.5097 0.5748 1.7894
O 1.2759 0.4425 -0.5876
O 1.2450 -1.0336 -2.2071
H 1.9053 1.8322 0.7077
H 0.6999 1.2164 2.6666
H 2.5027 0.2024 1.0583
H -1.6313 -2.2695 2.1516
Ir -0.5054 -1.1581 1.5774
*
```

relative energy (zero: lowest compared OMol25 entry of this formula, charge and spin): 51.42 kJ/mol
highest occupied orbital energy (alpha / beta): -0.3230 / -0.3672 hartree
calculated total energy: -446.48749 Ha
<S²>: 8.760

---

7.
C18H25F22O4PSSi2 | the ωB97M-V functional and the def2-TZVPD basis

```
! wB97M-V def2-TZVPD RIJCOSX def2/J DEFGRID3
* xyz 0 1
C 0.9190 8.3578 2.0415
O 0.8625 6.9177 1.9604
C -0.4983 6.4315 2.0786
C -0.4369 5.0147 2.8281
C -1.8785 4.5394 3.3856
Si -1.8972 2.6106 3.1701
O -1.7455 2.2760 1.4745
Si -2.4081 0.6989 1.0697
C -1.1154 -0.5808 1.6536
C -1.5599 -2.1098 1.4992
C -0.2504 -3.0807 1.4947
C 0.3706 -2.9764 0.0422
C 1.7434 -3.6972 -0.2434
F 2.6549 -2.6352 -0.5931
F 1.6845 -4.4641 -1.4460
C 2.4723 -4.4662 0.9340
F 3.7963 -4.7002 0.4536
F 2.6976 -3.6816 2.0937
S 1.8231 -6.1319 1.4385
F 3.2910 -6.4412 2.2074
F 1.1704 -5.5376 2.8402
F 0.4187 -6.0149 0.5821
F 2.5159 -6.8346 0.0716
F 1.3297 -7.6451 1.9233
C -2.7227 0.7316 -0.8169
C -2.2320 -0.5690 -1.6072
C -2.3553 -0.4504 -3.2072
F -3.0069 0.8066 -3.4510
F -3.2009 -1.4294 -3.7599
C -0.9362 -0.3286 -3.9468
F -1.1245 0.0606 -5.2787
F -0.2810 0.7691 -3.3102
C 0.0226 -1.5924 -3.7471
F -0.6968 -2.6955 -3.2094
F 0.9658 -1.2511 -2.7429
C 0.7355 -2.1298 -5.0666
F 1.3585 -3.3593 -4.7004
F -0.1785 -2.4898 -6.0850
C 1.9030 -1.2056 -5.6404
F 1.8439 -1.3232 -7.0568
F 1.7644 0.1571 -5.3634
C 3.3821 -1.6361 -5.2231
F 3.5677 -1.8064 -3.8516
F 3.8564 -2.7208 -5.9786
F 4.2217 -0.5520 -5.5839
P -0.1297 1.8698 4.3420
O -0.0750 2.6688 5.8603
O 1.2730 2.1656 3.3951
H 0.1972 8.8107 2.7931
H 0.7411 8.7696 0.9908
H 1.9736 8.6490 2.3651
H -1.1639 7.1267 2.7023
H -0.9189 6.2523 1.0386
H 0.3366 4.9804 3.6685
H -0.0716 4.2538 2.0478
H -2.7567 5.0492 2.8779
H -1.8450 4.7020 4.5186
H -3.1602 2.0287 3.6763
H -3.6934 0.6097 1.7641
H -0.1045 -0.3389 1.1805
H -0.9735 -0.4035 2.7844
H -2.1851 -2.4571 2.3989
H -2.2066 -2.3232 0.5821
H 0.4104 -2.6573 2.3343
H -0.6405 -4.0979 1.8043
H -0.4025 -3.4060 -0.6913
H 0.4415 -1.8652 -0.2243
H -2.1696 1.6464 -1.2394
H -3.8400 0.8528 -1.0591
H -2.9135 -1.4355 -1.3072
H -1.1343 -0.7513 -1.3850
H 0.4902 3.4611 5.7312
H 1.6745 3.0046 3.7170
*
```

relative energy (zero: lowest compared OMol25 entry of this formula, charge and spin): 601.36 kJ/mol
highest occupied orbital energy: -0.3006 hartree
calculated total energy: -4517.29027 Ha

---

8.
C9H17Cl4NO2 | the ωB97M-V functional and the def2-TZVPD basis

```
! wB97M-V def2-TZVPD RIJCOSX def2/J DEFGRID3
* xyz 0 1
N -12.4833 15.4025 -15.5449
C -11.7349 16.3749 -14.9313
C -12.4584 17.5426 -14.9471
C -13.7063 17.2565 -15.5282
C -13.7342 15.9220 -15.8589
H -12.1767 14.4692 -15.7517
H -10.7699 16.1478 -14.5080
H -12.1468 18.5364 -14.6678
H -14.4278 18.0253 -15.7493
H -14.4495 15.2724 -16.3355
C -13.8874 22.4053 -14.5801
Cl -15.4298 23.1164 -14.1282
Cl -14.0570 20.9079 -15.4885
Cl -12.9477 23.5311 -15.5254
Cl -13.0647 22.0060 -13.0446
C -11.1510 21.1984 -18.0581
C -10.3931 20.3535 -17.0230
O -9.3454 21.1303 -16.4884
H -11.7471 21.9620 -17.5550
H -11.8751 20.7320 -18.7279
H -10.4475 21.7024 -18.7239
H -10.0722 19.4045 -17.4602
H -11.1193 20.0849 -16.2497
H -9.0232 20.7267 -15.6792
C -14.1454 18.5996 -18.4402
C -14.3764 19.1414 -19.8444
O -13.4976 18.4893 -20.7471
H -13.1347 18.7323 -18.0584
H -14.4676 17.5629 -18.3433
H -14.8169 19.1119 -17.7430
H -14.1232 20.2030 -19.9177
H -15.4512 19.0551 -20.0252
H -13.0140 19.1519 -21.2410
*
```

highest occupied orbital energy: -0.3073 hartree
calculated total energy: -2399.06472 Ha